(1)
C48H56ClN8 | the ωB97M-V functional and the def2-TZVPD basis

```
113
C48H56ClN8, DFT the ωB97M-V functional and the def2-TZVPD basis
C 0.793 -2.437 4.296
N -0.511 -2.387 3.470
C -1.541 -1.568 3.814
C -2.716 -1.440 3.053
C -2.808 -2.161 1.905
C -1.801 -3.095 1.572
C -0.571 -3.118 2.296
C -4.000 -2.178 1.028
C -4.603 -0.923 0.718
C -5.745 -0.977 -0.110
N -6.258 -2.108 -0.559
C -5.554 -3.255 -0.493
C -4.491 -3.331 0.446
C -7.544 -2.014 -1.247
H 1.608 -2.269 3.593
H 0.831 -3.422 4.762
H 0.852 -1.741 5.133
H -1.403 -1.006 4.725
H -3.553 -0.865 3.421
H -1.918 -3.754 0.725
H 0.228 -3.816 2.093
H -4.182 0.013 1.054
H -6.283 -0.054 -0.274
H -5.965 -4.057 -1.089
H -4.027 -4.305 0.506
H -7.434 -2.037 -2.331
H -8.057 -1.130 -0.867
H -8.103 -2.912 -0.987
C 4.617 -8.625 6.087
N 4.294 -7.857 4.883
C 5.040 -6.793 4.521
C 4.712 -6.063 3.361
C 3.609 -6.383 2.597
C 2.884 -7.516 2.930
C 3.234 -8.209 4.102
C 3.183 -5.444 1.449
C 3.334 -4.047 1.500
C 2.971 -3.240 0.466
N 2.363 -3.796 -0.650
C 2.161 -5.156 -0.764
C 2.590 -5.989 0.275
C 1.820 -2.864 -1.713
H 3.852 -8.428 6.838
H 5.547 -8.188 6.451
H 4.758 -9.654 5.758
H 5.866 -6.512 5.159
H 5.226 -5.129 3.189
H 2.176 -7.898 2.210
H 2.649 -9.060 4.419
H 3.709 -3.598 2.407
H 3.137 -2.173 0.476
H 1.693 -5.495 -1.676
H 2.499 -7.058 0.156
H 1.176 -2.068 -1.338
H 1.339 -3.380 -2.544
H 2.684 -2.387 -2.175
C 0.403 3.558 2.747
N -0.479 3.477 1.509
C -1.107 4.523 1.024
C -1.897 4.475 -0.098
C -1.978 3.299 -0.846
C -1.392 2.177 -0.241
C -0.604 2.272 0.932
C -2.666 3.118 -2.192
C -3.859 3.768 -2.503
C -4.493 3.537 -3.728
N -3.956 2.721 -4.673
C -2.804 2.049 -4.361
C -2.117 2.268 -3.230
C -4.774 2.251 -5.824
H 1.411 3.585 2.333
H 0.424 2.580 3.228
H 0.112 4.407 3.366
H -0.936 5.422 1.597
H -2.164 5.402 -0.583
H -1.523 1.203 -0.689
H -0.219 1.452 1.521
H -4.312 4.472 -1.822
H -5.467 3.945 -3.954
H -2.467 1.395 -5.152
H -1.219 1.704 -3.025
H -4.878 3.176 -6.392
H -5.649 1.636 -5.613
H -4.116 1.630 -6.432
C -0.255 9.072 -3.480
N 0.459 7.818 -3.218
C 1.790 7.819 -2.942
C 2.430 6.675 -2.569
C 1.684 5.455 -2.352
C 0.322 5.538 -2.663
C -0.282 6.678 -3.159
C 2.357 4.223 -1.886
C 2.290 3.789 -0.545
C 3.107 2.727 -0.100
N 3.992 2.195 -0.903
C 4.191 2.695 -2.153
C 3.365 3.680 -2.688
C 4.960 1.083 -0.473
H -0.174 9.685 -2.583
H -1.304 8.850 -3.675
H 0.181 9.448 -4.406
H 2.259 8.788 -3.033
H 3.475 6.802 -2.326
H -0.297 4.658 -2.569
H -1.294 6.773 -3.522
H 1.628 4.324 0.120
H 3.128 2.369 0.919
H 5.070 2.306 -2.646
H 3.563 4.049 -3.684
H 4.777 0.563 0.468
H 5.970 1.466 -0.329
H 4.971 0.365 -1.293
Cl 1.991 -0.038 1.758
```

Output
Total charge = +7
LUMO level = -0.600 Eh
Max |F| = 3.2 eV/Å
Energy above the lowest of the compared OMol25 structures with the same formula, charge and spin = 8.966 eV
Orbital gap = 6.45 eV

(2)
C48H56N4P2Si2Ti | the ωB97M-V functional and the def2-TZVPD basis

```
113
C48H56N4P2Si2Ti, DFT the ωB97M-V functional and the def2-TZVPD basis
Ti -0.063 0.300 0.284
C 0.284 2.831 -2.764
Si -1.308 2.701 -1.745
C -2.659 2.896 -3.052
C -1.123 4.067 -0.509
N -1.448 1.233 -0.805
P -2.577 0.044 -0.493
C -1.863 -1.144 0.422
P -0.843 -2.268 -0.324
N 0.467 -1.452 -0.844
Si 1.820 -1.568 -1.886
C 1.527 -0.805 -3.537
C 2.377 -3.312 -2.374
C 3.377 -0.902 -1.087
C -0.335 -3.376 1.011
C -1.186 -3.554 2.060
C -0.936 -4.545 3.015
C 0.141 -5.354 2.889
C 1.098 -5.057 1.918
C 0.853 -4.075 0.975
C -1.665 -3.408 -1.437
C -1.338 -3.636 -2.765
C -2.109 -4.436 -3.615
C -3.279 -4.995 -3.149
C -3.624 -4.816 -1.767
C -2.876 -3.970 -0.950
C -4.018 0.812 0.414
C -4.671 1.902 -0.158
C -5.686 2.587 0.518
C -5.919 2.198 1.825
C -5.309 1.072 2.375
C -4.377 0.340 1.666
C -3.310 -0.376 -2.143
C -2.371 -0.483 -3.194
C -2.731 -0.886 -4.462
C -4.055 -1.136 -4.697
C -5.062 -1.005 -3.687
C -4.645 -0.693 -2.376
H 0.133 3.736 -3.383
H 0.313 2.001 -3.550
H 1.236 2.914 -2.212
H -2.669 3.925 -3.393
H -3.682 2.572 -2.818
H -2.315 2.260 -3.905
H -0.372 3.706 0.205
H -2.001 4.233 0.102
H -0.812 5.028 -0.953
H 0.743 -1.282 -4.082
H 2.418 -0.975 -4.155
H 1.345 0.264 -3.566
H 1.619 -4.044 -2.102
H 3.297 -3.625 -1.876
H 2.489 -3.397 -3.487
H 3.419 0.183 -0.830
H 4.113 -1.105 -1.877
H 3.669 -1.437 -0.219
H -2.117 -2.968 2.204
H -1.715 -4.841 3.766
H 0.278 -6.102 3.662
H 2.057 -5.569 1.918
H 1.578 -3.892 0.181
H -0.406 -3.284 -3.128
H -1.767 -4.558 -4.628
H -3.872 -5.702 -3.734
H -4.453 -5.398 -1.368
H -3.186 -3.806 0.083
H -4.266 2.241 -1.093
H -6.163 3.477 0.124
H -6.555 2.855 2.415
H -5.694 0.734 3.344
H -3.839 -0.485 2.172
H -1.362 -0.333 -2.968
H -2.019 -1.033 -5.261
H -4.374 -1.416 -5.737
H -6.078 -1.312 -3.954
H -5.390 -0.747 -1.571
N 0.921 -0.645 2.108
C 0.330 -0.299 3.413
C -0.110 1.148 3.330
N -0.855 1.351 2.076
H 1.017 -1.649 2.004
H 1.847 -0.215 2.050
H 1.087 -0.434 4.146
H -0.502 -0.980 3.678
H 0.789 1.819 3.352
H -0.734 1.305 4.267
H -0.869 2.346 1.781
H -1.825 1.053 2.170
C 1.480 1.573 0.271
C 2.425 2.210 0.831
C 3.547 2.543 1.552
C 4.548 3.513 1.100
C 5.719 3.725 1.843
C 6.670 4.693 1.528
C 6.526 5.457 0.364
C 5.421 5.165 -0.481
C 4.453 4.245 -0.108
C 3.786 1.733 2.804
C 4.619 0.546 2.793
C 4.690 -0.157 3.999
C 4.099 0.308 5.170
C 3.433 1.508 5.204
C 3.288 2.193 3.959
H 5.942 2.992 2.648
H 7.558 4.710 2.106
H 7.219 6.255 0.107
H 5.267 5.713 -1.388
H 3.600 4.096 -0.753
H 5.149 0.144 1.920
H 5.251 -1.132 4.033
H 4.262 -0.313 6.070
H 3.017 1.773 6.191
H 2.775 3.160 3.978
```

Output
Total charge = 0
LUMO level (spin up / spin down) = 0.005 / 0.005 Eh
Max |F| = 3.7 eV/Å
Orbital gap (spin up / spin down) = 5.94 / 5.94 eV